[1]
This record from the Open Molecules 2025 dataset describes C17H23BrF4NbO5 as an isolated structure. The level of theory is ωB97M-V/def2-TZVPD.

ORCA input file:
```
! RIJCOSX wB97M-V def2-TZVPD def2/J DEFGRID3
* xyz -1 1
O -0.53171 0.55271 4.95019
C -0.77450 1.19874 3.88755
C -1.84709 0.69833 2.78339
Nb -0.83130 0.87436 0.71057
F 0.99292 0.60025 1.69330
Br -1.14856 -1.72882 0.44478
C -2.80991 1.21837 -0.35627
C -3.86782 2.12084 0.44330
O -4.60120 2.98267 -0.48650
C -3.97738 4.25540 -0.42642
O -3.42079 4.73193 -1.44492
C 0.19553 1.10790 -1.32278
C 1.79626 1.24540 -1.25525
C 2.33674 2.49748 -0.43154
C 3.81719 2.46127 0.09903
C 4.34075 3.66407 0.94743
C 3.47938 4.91878 1.28886
C 2.00903 4.97084 0.73956
C 1.52096 3.76308 -0.09026
H -0.24240 2.21403 3.72054
H -2.18634 -0.37286 3.01803
H -2.73505 1.43438 2.89735
H -0.77222 2.67998 1.03816
H -3.24932 0.21641 -0.73428
H -2.55272 1.80289 -1.32447
H -4.61033 1.41021 0.95885
H -3.35262 2.79358 1.22174
H -4.00817 4.88521 0.54336
H -0.03388 0.12485 -1.89394
H -0.31506 1.93589 -1.95256
H 2.15600 1.38817 -2.34841
H 2.23641 0.24317 -0.88800
H 4.48196 1.54740 -0.11919
H 5.42054 3.61084 1.32163
H 3.84417 5.80204 1.90701
H 1.29932 5.83949 0.95469
H 0.43287 3.79416 -0.45864
C -0.85736 -5.49748 0.04620
C -0.26043 -4.80590 -1.16317
O 1.00146 -5.40004 -1.51691
C 0.93889 -6.53374 -2.24216
O -0.08688 -7.05864 -2.59447
C 2.34320 -7.02353 -2.58588
F 3.17736 -6.98713 -1.52543
F 2.91594 -6.27107 -3.54905
F 2.35459 -8.29358 -3.03450
H -0.14678 -5.49710 0.87700
H -1.77365 -4.99667 0.36291
H -1.09099 -6.54257 -0.17240
H -0.06010 -3.75960 -0.92386
H -0.94688 -4.81643 -2.01418
*
```

Output
Total energy = -110697.442 eV
Kohn-Sham gap = 0.2546 Eh

Atomic partial charges in e from the Mulliken method, atoms 1 to 6: O -0.571; C 0.205; C -0.456; Nb -0.023; F -0.694; Br -0.095

---

[2]
This record from the Open Molecules 2025 dataset describes an isolated ion of composition C4H8NO and charge +1. The level of theory is ωB97M-V/def2-TZVPD.

ORCA input file:
```
! RIJCOSX wB97M-V def2-TZVPD def2/J DEFGRID3
* xyz 1 1
C -1.19508 0.63455 0.30148
C 0.33536 0.44238 0.10086
C 0.52414 0.42468 -1.44177
C 0.30338 -1.04342 0.64974
N 1.03215 -1.44998 1.53080
O 1.87588 -1.67788 2.24709
H -1.78394 -0.19585 -0.14052
H -1.66752 1.40649 -0.12819
H -1.52158 0.61289 1.35762
H 0.96056 1.12024 0.66888
H -0.06689 1.20530 -1.84993
H 1.55659 0.59519 -1.84042
H 0.22037 -0.54305 -1.88361
H -0.57343 -1.53152 0.42796
*
```

Output
Total energy = -7803.368 eV
ΔE to the lowest compared entry with this formula, charge and spin = 456.8 kJ/mol
Kohn-Sham gap = 0.3367 Eh
SMILES = CC(C)C=[N+]=O

Atomic partial charges in e from the Mulliken method, atoms 1 to 6: C -1.555; C 0.558; C -1.186; C -0.347; N 0.630; O -0.272

---

[3]
This record from the Open Molecules 2025 dataset describes a 2-piece molecular cluster, C6H13N2OS overall. The level of theory is ωB97M-V/def2-TZVPD.

ORCA input file:
```
! RIJCOSX wB97M-V def2-TZVPD def2/J DEFGRID3
* xyz 1 1
C 1.21092 0.65204 0.60080
C -0.78148 0.31163 -0.27728
C -0.01592 -0.19924 -2.69862
C 2.64084 0.31237 -1.37597
C -2.89668 0.43316 0.75418
C 0.16261 0.17402 -1.27654
N -0.10141 0.61788 0.87297
N 1.38363 0.38662 -0.68606
O -2.09122 0.17610 -0.38950
S -0.23847 -1.55638 3.62645
H 1.98713 0.86768 1.30644
H -0.68655 -2.77759 3.86814
H -1.07681 -0.25318 -2.92097
H 0.43140 -1.17199 -2.90030
H 0.44642 0.53006 -3.36085
H 2.83324 -0.71318 -1.69489
H 3.44418 0.63613 -0.71804
H 2.62186 0.95032 -2.25921
H -3.91793 0.23325 0.43797
H -2.81442 1.47771 1.06613
H -2.63943 -0.23262 1.58236
H -0.50548 0.72140 1.79381
H 0.60358 -1.57622 4.64900
*
```

Output
Total energy = -22289.453 eV
ΔE to the lowest compared entry with this formula, charge and spin = 0.0 kJ/mol
Kohn-Sham gap = 0.3675 Eh

Atomic partial charges in e from the Mulliken method, atoms 1 to 6: C -0.127; C 0.392; C -1.477; C -0.855; C -0.664; C 0.422

---

[4]
This record from the Open Molecules 2025 dataset describes a 2-piece molecular cluster, CH4N2O3 overall. The level of theory is ωB97M-V/def2-TZVPD.

ORCA input file:
```
! RIJCOSX wB97M-V def2-TZVPD def2/J DEFGRID3
* xyz 0 1
C 1.35689 0.40168 0.62314
N 1.25590 1.02633 -0.48333
O 2.07990 0.42427 -1.42426
H 2.06184 -0.42308 0.67796
H 0.73049 0.70294 1.46935
H 1.93113 1.01945 -2.17281
O -2.86567 0.26483 1.25963
N -2.05347 -0.36322 0.69553
O -2.64365 -1.31689 -0.13091
H -1.85337 -1.73630 -0.51430
*
```

Output
Total energy = -10219.758 eV
ΔE to the lowest compared entry with this formula, charge and spin = 257.5 kJ/mol
Kohn-Sham gap = 0.3849 Eh
SMILES = C=NO.O=NO

Atomic partial charges in e from the Mulliken method, atoms 1 to 6: C -0.347; N -0.297; O -0.365; H 0.338; H 0.304; H 0.371

---

- The lowest total energy belongs to which entry?
  C17H23BrF4NbO5

---

- Among the records above, which one has the highest Kohn-Sham gap?
  CH4N2O3